This record from the Open Molecules 2025 dataset describes a structure of composition C16H19Br9N2O5 in a non-equilibrium geometry. The level of theory is ωB97M-V/def2-TZVPD.

```
! wB97M-V def2-TZVPD RIJCOSX def2/J DEFGRID3
* xyz 0 1
C -4.80 -2.53 -3.33
Br -3.79 -2.25 -1.74
Br -5.57 -0.80 -3.92
Br -6.27 -3.82 -2.97
H -4.07 -2.88 -4.05
C 1.55 1.44 5.73
Br 0.07 2.59 5.18
Br 1.95 1.40 7.63
Br 3.24 1.52 4.79
H 1.15 0.45 5.55
C 4.34 -3.98 3.11
Br 5.95 -3.34 2.22
Br 3.05 -4.96 1.99
Br 3.34 -2.46 3.88
H 4.69 -4.73 3.82
C 0.43 -0.40 2.14
C 0.89 0.84 1.91
C 0.54 1.51 0.81
C -0.42 0.99 -0.09
C -0.95 -0.32 0.13
C -0.49 -0.97 1.28
O -0.77 -2.27 1.47
O 1.07 2.73 0.46
H 0.96 -0.94 2.91
H 1.81 1.13 2.41
H -0.76 1.44 -1.01
H -1.63 -0.89 -0.48
H -1.35 -2.66 0.81
H 1.93 2.59 0.04
C 1.07 0.41 -4.59
C 0.29 -0.33 -5.42
C -0.24 -1.46 -4.87
C -0.04 -1.82 -3.57
C 0.79 -1.00 -2.74
C 1.40 0.14 -3.27
O 2.29 0.90 -2.53
O -1.04 -2.25 -5.63
H 1.55 1.19 -5.15
H 0.13 0.04 -6.42
H -0.37 -2.78 -3.22
H 1.04 -1.26 -1.73
H 2.50 1.65 -3.08
H -1.79 -1.77 -6.00
C -2.07 3.96 2.40
O -3.06 4.50 2.98
N -1.18 4.59 1.76
N -1.92 2.68 2.46
H -0.46 4.11 1.24
H -1.08 5.56 2.00
H -2.76 2.20 2.74
H -1.14 2.28 1.95
*
```

Highest occupied orbital energy (eV): -8.76
Electronic energy (eV): -660497.75203
Lowest unoccupied orbital energy (eV): -0.5

=====

This record from the Open Molecules 2025 dataset describes a structure of composition C16H19BrCl3N5O4RhSSe4. The level of theory is ωB97M-V/def2-TZVPD.

```
! wB97M-V def2-TZVPD RIJCOSX def2/J DEFGRID3
* xyz 1 5
Rh -2.13 2.24 0.15
Se -2.39 4.23 1.56
Se -4.26 3.70 2.64
Se -5.74 1.93 0.48
Se -4.24 2.58 -1.02
C 3.34 1.82 -0.20
C 2.16 1.66 0.72
C 2.29 1.22 2.04
C 1.17 1.04 2.82
C -0.07 1.31 2.26
Br -1.62 0.97 3.27
N -0.22 1.77 1.03
C 0.88 1.93 0.28
H 4.27 1.82 0.36
H 3.28 2.76 -0.76
H 3.37 1.00 -0.92
H 3.27 1.01 2.44
H 1.24 0.67 3.83
H 0.72 2.29 -0.73
Cl 0.68 6.34 -3.08
C -0.23 6.01 -1.60
Cl 0.83 6.07 -0.18
Cl -1.58 7.13 -1.42
C -0.77 4.65 -1.68
N -1.18 3.58 -1.68
C 3.43 -3.84 0.23
C 1.95 -4.15 0.00
S 0.94 -2.97 0.85
O 1.10 -1.68 0.21
O 1.17 -3.08 2.26
C -0.75 -3.53 0.59
C -1.46 -3.18 -0.73
N -1.42 -1.75 -1.06
C -2.12 -0.80 -0.41
N -1.77 0.40 -0.83
C -0.85 0.25 -1.82
C -0.62 -1.08 -1.96
N 0.40 -1.65 -2.80
O 1.07 -0.87 -3.44
O 0.50 -2.87 -2.85
C -3.15 -1.09 0.63
H 4.03 -4.58 -0.27
H 3.67 -3.85 1.29
H 3.68 -2.86 -0.18
H 1.68 -5.13 0.41
H 1.69 -4.10 -1.05
H -1.27 -3.12 1.46
H -0.74 -4.61 0.70
H -2.51 -3.46 -0.63
H -1.05 -3.73 -1.56
H -0.40 1.07 -2.35
H -3.90 -1.78 0.25
H -3.64 -0.16 0.91
H -2.70 -1.52 1.52
*
```

Highest occupied orbital energy (spin up / spin down) (eV): -10.27 / -10.67
Electronic energy (eV): -415370.58994
Lowest unoccupied orbital energy (spin up / spin down) (eV): -3.2 / -5.0